# 1
ORCA calculation (ωB97M-V with the def2-TZVPD basis set) on a molecular structure, C5H4Br2CsI2OS4.

Calculated values
Gap between HOMO and LUMO ... 3.806 eV
ΔE to the lowest compared entry with this formula, charge and spin ... 0.8559 eV
Net charge ... -1
LUMO level ... 1.2147 eV
Electronic energy ... -207474.5641 eV

XYZ file:
```
19
Properties=species:S:1:pos:R:3:mulliken_charge:R:1
Cs -0.2796 -0.0217 -0.2359 0.949
Br 2.3318 0.8221 2.2955 -0.083
C 0.8501 1.4086 3.3758 -0.478
Br -0.3401 2.5691 2.3955 -0.102
H 1.2431 1.9671 4.2135 0.295
H 0.2913 0.5316 3.6802 0.354
O -1.7102 -7.3909 0.1938 -0.634
C -1.6727 -6.1773 0.1423 0.550
S -1.7438 -5.2418 -1.3452 -0.225
C -1.6031 -3.6287 -0.6440 0.014
C -1.5214 -3.5708 0.7055 -0.055
S -1.3881 -2.1701 1.7583 -0.689
S -1.5688 -5.1226 1.5471 -0.229
S -1.6027 -2.3238 -1.8186 -0.726
I 2.6422 1.0247 -2.5795 0.102
C 1.0475 1.8079 -3.7310 -0.899
I -0.3284 2.9773 -2.6183 0.093
H 0.5083 0.9741 -4.1634 0.407
H 1.4718 2.4403 -4.4990 0.355
```

# 2
ORCA calculation (ωB97M-V with the def2-TZVPD basis set) on 2 unconnected molecules or ions with the total composition C5H4BrF2N in a non-equilibrium geometry.

Calculated values
SMILES ... C#C/C=C\N=C(F)F.Br
Gap between HOMO and LUMO ... 9.063 eV
ΔE to the lowest compared entry with this formula, charge and spin ... 2.5658 eV
Net charge ... 0
LUMO level ... 0.2996 eV
Electronic energy ... -82213.7335 eV

XYZ file:
```
13
Properties=species:S:1:pos:R:3:mulliken_charge:R:1
C 2.1295 -1.2956 0.6508 0.213
C -0.9149 0.6339 0.2248 -0.022
C 1.0498 -0.9027 0.2772 -0.546
C -0.2589 -0.5488 -0.0759 -0.333
C 0.2758 2.5715 0.9518 0.619
N -0.5615 1.7042 1.0464 -0.329
F 0.9860 2.9220 -0.1665 -0.198
F 0.5378 3.4019 1.8459 -0.191
Br -1.1065 -2.9783 -2.9554 -0.220
H 2.9191 -1.8209 0.9046 0.542
H -2.0398 0.6745 0.0143 0.271
H -2.2889 -3.1138 -2.0064 0.205
H -0.7277 -1.2478 -0.7115 -0.010
```

# 3
ORCA calculation (ωB97M-V with the def2-TZVPD basis set) on C5H4BrFO in the gas phase in a non-equilibrium geometry.

Calculated values
Gap between HOMO and LUMO (spin up / spin down) ... 7.375 / 7.468 eV
ΔE to the lowest compared entry with this formula, charge and spin ... 5.0113 eV
Net charge ... 0
LUMO level (spin up / spin down) ... -1.1975 / -0.9717 eV
Electronic energy ... -80050.5089 eV

XYZ file:
```
12
Properties=species:S:1:pos:R:3:mulliken_charge:R:1
C 0.6723 -0.2391 0.5743 -0.356
C -0.3773 0.2938 0.0133 0.817
C -0.2852 0.4445 -1.4118 -0.535
C 2.4907 -1.4590 -0.1595 -0.199
C -1.7415 0.4078 0.7090 -1.031
O 1.7462 -0.4384 -0.3343 0.058
F 3.3685 -1.3873 -1.1639 -0.141
Br -0.6107 2.0032 -2.2236 0.027
H 0.7361 -0.6583 1.5273 0.420
H -1.4290 0.0690 1.7838 0.281
H -2.3358 1.3184 0.5873 0.345
H -2.2344 -0.3546 0.0982 0.314
```

# 4
ORCA calculation (ωB97M-V with the def2-TZVPD basis set) on C5H4BrI in the gas phase in a non-equilibrium geometry.

Calculated values
SMILES ... BrC1=C(I)C=CC1
Gap between HOMO and LUMO (spin up / spin down) ... 7.413 / 7.597 eV
ΔE to the lowest compared entry with this formula, charge and spin ... 1.4976 eV
Net charge ... 0
LUMO level (spin up / spin down) ... -0.3033 / -0.0229 eV
Electronic energy ... -83389.3407 eV

XYZ file:
```
11
Properties=species:S:1:pos:R:3:mulliken_charge:R:1
C -1.3354 0.4708 0.8016 -0.176
C -0.2752 -0.2529 0.2444 -0.481
C -1.2614 1.8834 0.5581 -0.236
C 0.1152 2.0376 -0.4570 0.049
C 0.6453 0.6833 -0.6598 -0.476
Br 0.8505 3.5800 -1.0763 -0.084
I -2.6353 3.2979 1.1693 0.160
H -2.0370 -0.0631 1.5647 0.277
H 0.0592 -1.2529 0.5597 0.351
H 1.6726 0.6664 -0.3364 0.304
H 0.8028 0.4498 -1.7669 0.311
```